# C58H56NO7P2RbS2

A molecular structure, C58H56NO7P2RbS2 (ωB97M-V/def2-TZVPD, the Open Molecules 2025 dataset).

Properties
**Frontier orbital gap (alpha / beta)**: 4.942 / 3.325 eV
**Charge**: -2
**E**: -4328.09132 Eh
**E_HOMO (alpha / beta)**: -1.345 / 0.252 eV

Positions of all 127 atoms, in Å:
Rb -1.11 3.37 1.83
O 2.25 2.21 0.43
S 2.13 0.75 0.20
C 2.60 -0.14 1.76
C 3.26 0.62 2.74
C 4.16 0.04 3.67
C 4.18 -1.36 3.76
C 5.02 -2.33 4.58
C 4.57 -3.76 4.16
C 3.70 -3.54 2.96
C 3.04 -4.41 2.09
C 2.24 -3.80 1.08
C 1.82 -2.47 1.10
P 0.37 -1.87 0.25
C -0.78 -2.00 1.70
C -0.68 -3.11 2.53
C -1.53 -3.19 3.68
C -2.60 -2.30 3.85
C -2.79 -1.30 2.88
C -1.92 -1.19 1.83
C -0.20 -3.22 -0.86
C -1.55 -3.62 -0.96
C -1.94 -4.58 -1.87
C -1.01 -5.28 -2.65
C 0.30 -4.83 -2.67
C 0.70 -3.83 -1.77
C 2.59 -1.55 1.88
C 3.46 -2.12 2.82
C 3.62 0.32 -0.76
C 4.86 0.78 -0.27
C 6.07 0.37 -0.82
C 6.08 -0.60 -1.82
C 7.20 -1.32 -2.59
C 6.57 -2.30 -3.58
C 5.04 -1.97 -3.44
C 3.92 -2.33 -4.16
C 2.65 -1.80 -3.79
C 2.46 -0.80 -2.78
P 0.95 0.18 -2.57
C 1.51 1.86 -2.75
C 2.69 2.25 -3.39
C 2.90 3.60 -3.74
C 1.93 4.51 -3.46
C 0.83 4.17 -2.65
C 0.57 2.83 -2.39
C 0.14 -0.10 -4.15
C -0.88 -1.02 -4.06
C -1.51 -1.45 -5.19
C -1.14 -0.92 -6.44
C -0.12 0.00 -6.58
C 0.48 0.45 -5.39
C 3.56 -0.53 -1.89
C 4.83 -1.05 -2.36
H 3.16 1.70 2.67
H 4.76 0.70 4.31
H 4.78 -2.13 5.65
H 6.11 -2.16 4.56
H 3.90 -4.22 4.92
H 5.28 -4.53 3.97
H 3.00 -5.50 2.26
H 1.80 -4.44 0.36
H -0.06 -3.97 2.37
H -1.40 -4.00 4.30
H -3.19 -2.35 4.75
H -3.56 -0.54 3.02
H -2.09 -0.40 1.08
H -2.29 -3.12 -0.31
H -3.02 -4.85 -1.94
H -1.32 -6.11 -3.29
H 1.07 -5.30 -3.34
H 1.76 -3.70 -1.64
H 4.75 1.55 0.58
H 7.00 0.73 -0.37
H 7.81 -1.82 -1.80
H 7.83 -0.59 -3.07
H 6.74 -3.35 -3.33
H 6.89 -2.14 -4.57
H 3.92 -3.21 -4.79
H 1.81 -2.14 -4.36
H 3.58 1.61 -3.48
H 3.85 3.79 -4.20
H 2.11 5.55 -3.71
H 0.11 4.89 -2.36
H -0.27 2.48 -1.81
H -0.98 -1.48 -3.07
H -2.15 -2.29 -5.12
H -1.61 -1.36 -7.36
H 0.19 0.29 -7.60
H 1.38 1.05 -5.49
O -2.18 6.03 2.47
N -1.75 7.12 2.95
C -2.41 8.32 2.73
C -1.88 9.55 3.17
C -0.69 9.54 3.96
C -0.03 8.31 4.14
C -0.50 7.13 3.58
S 0.58 5.85 3.38
H -3.34 8.18 2.15
H -2.51 10.43 2.94
H -0.30 10.42 4.42
H 0.92 8.17 4.75
O -2.69 3.44 -0.46
H -3.12 3.18 -1.32
H -2.93 2.59 0.14
O -5.98 -3.27 4.14
H -5.54 -4.13 3.86
H -5.77 -2.72 3.36
O -4.73 1.01 -1.61
H -4.06 0.75 -0.93
H -4.98 0.18 -2.11
C -8.02 1.00 1.17
C -6.70 0.26 1.57
C -6.79 -1.09 0.79
C -6.73 0.10 3.10
C -5.54 1.02 1.14
H -8.87 0.36 1.63
H -8.15 1.03 0.06
H -8.11 2.07 1.59
H -7.74 -1.57 1.16
H -5.94 -1.76 1.02
H -6.86 -0.90 -0.27
H -7.70 -0.40 3.38
H -6.62 1.11 3.53
H -5.98 -0.55 3.48
H -5.58 1.46 0.10
O -4.64 1.25 1.98
O -3.28 1.54 1.16

***

# C58H65AsCdN3OP2Si2

A molecular structure, C58H65AsCdN3OP2Si2 (ωB97M-V/def2-TZVPD, the Open Molecules 2025 dataset).

Properties
**Frontier orbital gap**: 6.397 eV
**Charge**: -1
**E**: -6154.01292 Eh
**E_HOMO**: -4.225 eV
**ΔE to the lowest compared entry with this formula, charge and spin**: 27.6 kJ/mol

Positions of all 133 atoms, in Å:
Cd -0.31 -0.06 -0.39
C -1.74 -3.79 -1.90
Si -1.99 -3.78 -0.05
C -3.83 -4.07 0.18
C -1.08 -5.30 0.60
N -1.43 -2.33 0.59
P -0.92 -1.73 1.97
C -0.42 -0.12 1.87
P -1.31 1.32 1.83
N -0.71 2.31 0.73
Si -0.13 3.86 0.53
C -1.38 4.99 -0.31
C 1.39 3.80 -0.58
C 0.36 4.77 2.09
C -1.26 2.13 3.49
C -0.04 2.08 4.17
C 0.13 2.70 5.39
C -0.93 3.38 5.98
C -2.16 3.42 5.34
C -2.32 2.80 4.10
C -3.13 1.25 1.49
C -3.76 2.43 1.10
C -5.12 2.47 0.84
C -5.88 1.31 0.95
C -5.26 0.12 1.31
C -3.90 0.09 1.57
C 0.58 -2.69 2.49
C 0.59 -3.75 3.38
C 1.75 -4.48 3.63
C 2.94 -4.15 2.99
C 2.95 -3.07 2.11
C 1.80 -2.35 1.87
C -2.07 -2.09 3.36
C -2.66 -3.35 3.52
C -3.53 -3.60 4.57
C -3.83 -2.60 5.49
C -3.24 -1.35 5.35
C -2.36 -1.10 4.30
H -2.38 -4.54 -2.38
H -0.70 -4.00 -2.17
H -1.99 -2.81 -2.32
H -4.11 -5.08 -0.16
H -4.38 -3.35 -0.44
H -4.17 -3.94 1.21
H -1.21 -6.14 -0.10
H -1.44 -5.63 1.58
H -0.01 -5.09 0.70
H -1.95 4.46 -1.08
H -0.88 5.85 -0.78
H -2.10 5.39 0.42
H 1.31 2.92 -1.23
H 2.30 3.70 0.01
H 1.48 4.69 -1.22
H -0.46 4.82 2.81
H 0.64 5.80 1.83
H 1.22 4.30 2.59
H 0.77 1.52 3.71
H 1.09 2.65 5.90
H -0.80 3.87 6.94
H -3.00 3.94 5.80
H -3.29 2.83 3.62
H -3.16 3.33 0.97
H -5.59 3.39 0.53
H -6.94 1.33 0.74
H -5.84 -0.80 1.37
H -3.43 -0.86 1.80
H -0.32 -4.03 3.91
H 1.72 -5.31 4.33
H 3.84 -4.72 3.19
H 3.88 -2.78 1.63
H 1.84 -1.48 1.22
H -2.43 -4.13 2.81
H -3.98 -4.58 4.67
H -4.51 -2.80 6.30
H -3.47 -0.56 6.06
H -1.90 -0.13 4.21
O 2.22 0.06 -0.39
As 3.44 0.00 -1.50
C 3.57 1.55 -2.63
C 2.53 1.82 -3.52
C 2.55 3.00 -4.25
C 3.59 3.90 -4.09
C 4.63 3.62 -3.21
C 4.62 2.44 -2.48
C 5.11 -0.11 -0.59
C 5.26 0.65 0.57
C 6.46 0.60 1.27
C 7.50 -0.21 0.82
C 7.34 -0.97 -0.33
C 6.14 -0.93 -1.04
C 3.34 -1.55 -2.61
C 3.76 -1.55 -3.93
C 3.64 -2.71 -4.68
C 3.11 -3.86 -4.11
C 2.69 -3.85 -2.78
C 2.81 -2.69 -2.02
H 1.70 1.14 -3.63
H 1.73 3.21 -4.93
H 3.60 4.83 -4.65
H 5.44 4.33 -3.09
H 5.43 2.23 -1.79
H 4.44 1.26 0.92
H 6.58 1.19 2.17
H 8.43 -0.25 1.37
H 8.14 -1.61 -0.67
H 6.02 -1.53 -1.92
H 4.15 -0.64 -4.38
H 3.95 -2.71 -5.72
H 3.00 -4.76 -4.70
H 2.26 -4.74 -2.34
H 2.45 -2.67 -1.00
C -3.81 1.01 -2.24
N -3.17 2.22 -2.73
C -3.73 2.63 -4.00
C -1.71 2.17 -2.68
C -1.08 0.95 -3.32
C -1.04 0.88 -4.72
C -0.50 -0.22 -5.37
C 0.00 -1.28 -4.62
C -0.01 -1.19 -3.23
C -0.53 -0.09 -2.54
H -4.87 1.20 -2.06
H -3.35 0.71 -1.30
H -3.72 0.17 -2.94
H -4.80 2.81 -3.87
H -3.62 1.88 -4.80
H -3.27 3.56 -4.33
H -1.41 2.22 -1.63
H -1.33 3.07 -3.16
H -1.42 1.71 -5.30
H -0.48 -0.25 -6.46
H 0.42 -2.15 -5.11
H 0.39 -2.03 -2.67